{"formula": "C6H10N2O", "method": "ωB97M-V/def2-TZVPD", "total_energy_ha": -419.1808, "e_homo_ev": -7.9, "de_lowest_ev": 5.5976, "max_force_ev_per_a": 5.48, "smiles": "[H]/N=C(\\C)C(C)=O.C=C=N", "symbols": ["C", "C", "C", "C", "C", "C", "N", "N", "O", "H", "H", "H", "H", "H", "H", "H", "H", "H", "H"], "xyz": [[1.30620, 1.05176, 1.23930], [-1.80154, 1.39065, 0.23791], [0.05572, -2.00228, -0.29199], [1.94746, 0.36528, 0.25041], [-0.92337, 0.24052, 0.72304], [-0.35833, -0.60274, -0.63100], [2.63991, -0.09112, -0.61845], [-0.16180, -0.06903, -1.76091], [-1.44156, -0.50962, 1.56178], [2.25265, -0.58207, -1.42020], [-0.85611, -0.24432, -2.48923], [1.73084, 0.89911, 2.22683], [1.34681, 2.12280, 1.07318], [-1.18965, 2.26328, 0.01517], [-2.51492, 1.68852, 1.00723], [-2.42936, 1.16486, -0.62345], [0.52430, -2.05549, 0.69175], [-0.85132, -2.59443, -0.15709], [0.72409, -2.43569, -1.03426]], "nbo_charge": [-0.729, -0.713, -0.748, 0.549, 0.495, 0.445, -0.613, -0.873, -0.590, 0.417, 0.420, 0.266, 0.259, 0.221, 0.228, 0.235, 0.249, 0.262, 0.220]}

=====

{"formula": "C6H10O", "method": "ωB97M-V/def2-TZVPD", "total_energy_ha": -309.7817, "e_homo_ev": -8.6, "de_lowest_ev": 1.6496, "max_force_ev_per_a": 1.20, "smiles": "C=C/C=C/C=C.O", "symbols": ["C", "C", "C", "C", "C", "C", "H", "H", "H", "H", "H", "H", "H", "H", "H", "H", "O"], "xyz": [[2.18077, 1.79359, 0.51471], [3.11988, 1.18602, 1.24027], [0.30030, 0.18548, 0.59222], [0.95719, 1.20038, 0.02184], [-1.12316, -1.78374, 0.36268], [-0.63106, -0.64448, -0.13122], [2.40112, 2.82327, 0.26376], [4.01794, 1.70872, 1.53404], [3.05788, 0.13306, 1.40318], [0.58506, -0.06303, 1.60714], [0.59042, 1.47360, -0.96828], [-0.83145, -2.23220, 1.30023], [-1.91854, -2.32613, -0.13230], [-0.95698, -0.38412, -1.13460], [-3.32668, -2.17093, -2.12294], [-3.11616, -0.87962, -1.29067], [-3.63619, -1.26894, -2.00895]], "nbo_charge": [-0.223, -0.361, -0.211, -0.195, -0.377, -0.226, 0.203, 0.202, 0.191, 0.206, 0.202, 0.196, 0.184, 0.206, 0.469, 0.472, -0.938]}

=====

{"formula": "C10H16Cl3IOSn", "method": "ωB97M-V/def2-TZVPD", "total_energy_ha": -2358.5364, "e_homo_ev": [-0.3, 0.0], "total_charge": -2, "max_force_ev_per_a": 2.82, "symbols": ["C", "C", "C", "C", "C", "C", "C", "C", "C", "C", "Sn", "Cl", "Cl", "Cl", "H", "H", "H", "H", "H", "H", "H", "H", "H", "H", "H", "H", "H", "H", "H", "O", "H", "I"], "xyz": [[-0.55818, 0.77290, -2.52660], [-1.39356, -0.37409, -2.40518], [-0.55910, -1.47652, -2.10980], [-2.85680, -0.37399, -2.48940], [0.79112, -1.03642, -2.12427], [0.79364, 0.34394, -2.47226], [1.98582, 1.21243, -2.57829], [-1.02527, 2.16296, -2.61715], [-1.05465, -2.82790, -1.78204], [1.95265, -1.88204, -1.76692], [0.40434, 0.93876, 0.83686], [-2.19259, 0.29059, 0.55014], [-0.05051, 2.59975, 2.50406], [0.82222, -1.13186, 1.98719], [-3.25760, 0.57758, -2.13265], [-3.25819, -1.15159, -1.83275], [-3.19990, -0.55078, -3.52242], [-1.84449, -2.78469, -1.02007], [-0.23802, -3.44917, -1.40644], [-1.46494, -3.29641, -2.68870], [1.64818, -2.66294, -1.04898], [2.74200, -1.28587, -1.29189], [2.36227, -2.37113, -2.66656], [2.87262, 0.66942, -2.22181], [1.88114, 2.11077, -1.94638], [2.19233, 1.50393, -3.61944], [-1.86810, 2.37213, -1.94182], [-1.36559, 2.28285, -3.65340], [-0.22770, 2.88825, -2.40989], [2.14180, 2.14876, 0.34467], [2.48125, 3.08008, 0.42501], [3.81532, 0.88728, 1.21599]], "nbo_charge": [-0.098, 0.039, -0.064, -0.650, -0.091, 0.060, -0.673, -0.651, -0.632, -0.642, 1.275, -0.751, -0.663, -0.661, 0.229, 0.221, 0.182, 0.221, 0.207, 0.181, 0.218, 0.230, 0.176, 0.222, 0.252, 0.186, 0.222, 0.178, 0.207, -1.113, 0.472, -0.289]}